# C3H7NO2S

An isolated molecule of C3H7NO2S (ωB97M-V with the def2-TZVPD basis set, the OMol25 dataset).

The value obtained for the energy is -19641.85130 eV. The highest occupied orbital energy comes out at -8.852 eV. For the HOMO-LUMO gap, the calculation gives 9.66 eV. Its spin multiplicity is 1. The energy above the lowest of the compared OMol25 structures with the same formula, charge and spin comes out at 86.5 kcal/mol. As for the largest force on an atom: 0.120 Eh/bohr. For the molar mass, the calculation gives 121.2 g/mol.

Positions of all 14 atoms, in Å:
S  2.6599  0.3258  0.4256
O  2.3137  1.0832  -0.9921
O  3.6106  -0.7179  0.1679
N  0.3331  -0.6709  -0.7929
C  -0.2630  0.5112  0.9394
C  -0.6814  0.1852  -0.4454
C  0.9610  -0.6573  0.5400
H  1.9936  0.3446  -1.5583
H  -0.9201  0.3831  1.7774
H  -0.6848  1.0329  -1.0718
H  -1.8005  -0.0709  -0.5568
H  0.0976  -1.6651  -1.1505
H  0.1743  1.4098  1.1702
H  1.1980  -1.5664  1.1710

# C5H18O4PS

A 3-piece molecular cluster, C5H18O4PS overall (ωB97M-V with the def2-TZVPD basis set, the OMol25 dataset).

The value obtained for the energy is -33783.17870 eV. The highest occupied orbital energy comes out at -12.571 eV. For the HOMO-LUMO gap, the calculation gives 8.21 eV. Its spin multiplicity is 1. As for the net charge: +1. As for the largest force on an atom: 0.017 Eh/bohr. For the molar mass, the calculation gives 205.2 g/mol.

Positions of all 29 atoms, in Å:
S  -4.4224  -2.5740  -0.8005
P  -2.7393  -2.1136  0.6038
O  -5.6828  -2.7240  0.1978
O  -2.5915  -0.6481  -0.0350
O  -1.5874  1.3018  1.4954
O  2.9511  1.4693  -0.2973
C  0.0097  2.6855  0.2558
C  3.7327  0.5991  -1.1173
C  4.9963  0.1283  -0.4276
C  -1.5031  -3.1045  -0.3099
C  -1.0017  2.6258  1.3745
H  -0.5666  -2.5558  -0.1691
H  -6.3545  -2.0564  -0.0090
H  -0.8455  0.7421  1.7625
H  3.4909  2.2390  -0.0900
H  -1.8452  3.2919  1.2061
H  -1.4044  -4.0854  0.1583
H  -2.0548  -0.0012  0.4858
H  4.7590  -0.3844  0.5048
H  -0.5523  2.8881  2.3336
H  5.6489  0.9724  -0.1950
H  -4.1924  -3.8920  -0.9641
H  -0.4586  2.4323  -0.6966
H  0.8334  1.9889  0.4219
H  3.9762  1.0926  -2.0632
H  3.0789  -0.2434  -1.3450
H  5.5532  -0.5551  -1.0695
H  0.4285  3.6888  0.1744
H  -1.6563  -3.2077  -1.3855

# C26H35BrClF5NO16

A 6-piece molecular cluster, C26H35BrClF5NO16 overall (ωB97M-V with the def2-TZVPD basis set, the OMol25 dataset).

The value obtained for the energy is -157919.40702 eV. The highest occupied orbital energy comes out at -12.353 eV. For the HOMO-LUMO gap, the calculation gives 7.60 eV. Its spin multiplicity is 1. The energy above the lowest of the compared OMol25 structures with the same formula, charge and spin comes out at 159.9 kcal/mol. As for the net charge: +1. As for the largest force on an atom: 0.110 Eh/bohr. For the molar mass, the calculation gives 827.9 g/mol.

Positions of all 85 atoms, in Å:
Br  -0.3210  -0.2901  -0.9052
Cl  4.1783  3.6767  -1.7270
F  -6.0542  6.6532  7.4814
F  -2.4876  5.4511  2.6386
F  -0.1437  -3.3099  0.4754
F  -5.7175  -10.1384  -0.9375
F  3.6274  -5.0710  1.3724
O  -5.7014  7.8325  5.6107
O  -4.7749  8.3893  3.6004
O  -4.9745  -7.2850  0.7854
O  2.0157  -6.9542  5.0561
O  7.5720  3.0015  -2.0463
O  -1.7702  -5.8642  -1.1032
O  -3.1478  5.0606  -1.7346
O  -2.3028  6.7891  -0.4980
O  -2.8106  4.8310  0.5111
O  1.2405  -6.9731  2.9045
O  -5.4714  -5.7076  -0.7944
O  -0.0146  -7.2628  -1.5422
O  -5.5789  -7.9320  -1.2946
O  0.3362  -5.2099  -0.6085
O  3.2181  -5.9845  3.3757
O  -4.6047  6.2588  4.4145
N  1.4195  2.1691  -2.8692
C  6.9878  1.6771  -1.7530
C  -5.0059  7.5655  4.4698
C  -5.0893  -8.6938  0.7961
C  -1.8590  -4.6298  -0.4203
C  6.4315  1.0966  -3.2153
C  -1.9909  5.5712  1.3870
C  -2.7873  5.5205  -0.6640
C  -6.0493  6.5700  6.1321
C  4.9133  0.5152  -3.0019
C  -4.9872  -9.0375  -0.6507
C  3.7017  3.0522  -3.4455
C  2.0464  3.2822  -3.3725
C  -0.0815  2.2087  -2.6885
C  2.1471  -6.6594  3.8798
C  -2.2400  1.9167  -1.1818
C  -0.4449  -6.2032  -1.1180
C  -5.3545  -6.8758  -0.4634
C  -0.4891  -4.0673  -0.5897
C  1.6934  -6.3457  1.7216
C  -0.5842  1.6818  -1.1856
C  2.4609  1.1049  -2.6068
C  7.8441  3.5826  -0.7149
C  3.1518  -6.1804  1.9813
C  3.7190  1.4245  -3.6607
C  -2.1274  6.9707  0.8927
C  -4.9498  5.6822  5.6581
H  -4.0774  5.6980  6.3200
H  1.6326  4.3247  -3.7097
H  8.6127  4.4577  -0.8293
H  -0.3867  3.3627  -2.7128
H  7.7601  0.8965  -1.3246
H  4.6939  0.2702  -1.8639
H  -0.1638  2.3579  -0.3135
H  -3.9606  -9.1668  -1.0099
H  -2.1150  -4.8130  0.6286
H  1.1744  -5.3895  1.5964
H  -2.5653  2.8683  -1.7809
H  -0.3493  -3.4969  -1.5142
H  -6.0537  -8.9760  1.2315
H  1.4950  -6.9698  0.8461
H  -0.9682  5.1807  1.3524
H  2.7527  1.1853  -1.4615
H  3.7586  -7.0484  1.7022
H  -2.6866  1.8718  -0.0972
H  6.5547  1.8611  -4.0928
H  -0.6988  1.6613  -3.5187
H  4.2137  3.7372  -4.2738
H  6.8115  3.9390  -0.2391
H  4.8769  -0.5390  -3.5597
H  -3.0036  7.4821  1.3053
H  -4.2905  -9.1477  1.3888
H  -7.0435  6.2843  5.7723
H  -1.2393  7.5736  1.1004
H  7.1559  0.1823  -3.4685
H  -2.6284  -3.9915  -0.8629
H  -5.2763  4.6464  5.5328
H  -2.6750  0.9672  -1.7555
H  8.3068  2.7484  -0.0339
H  1.9708  0.0847  -2.9445
H  6.1217  1.7484  -0.9501
H  3.5019  1.2887  -4.8108